# 1
Entry from the OMol25 dataset: an isolated molecule of C6H7NO2 in a non-equilibrium geometry (the ωB97M-V functional and the def2-TZVPD basis).

Structure (XYZ):
```
16
C6H7NO2 | the OMol25 dataset | the ωB97M-V functional and the def2-TZVPD basis
O -1.30 0.85 0.11
O -2.03 -1.25 -0.30
N -0.34 1.86 0.07
C 0.96 0.13 -0.93
C 0.81 1.48 -0.35
C -1.10 -0.55 -0.06
C 0.37 -0.74 0.16
C 0.76 -0.46 1.64
C 1.58 -1.19 -0.66
H 0.39 0.12 -1.85
H 0.01 0.01 2.26
H 1.23 -1.31 2.18
H 1.53 2.30 -0.31
H 2.56 -1.29 -0.10
H 1.39 -1.97 -1.42
H 1.55 0.29 1.46
```

* SMILES string: C[C@]12C[C@@H]1C=NOC2=O
* relative energy (zero: lowest compared OMol25 entry of this formula, charge and spin): 416.9 kJ/mol
* electronic energy: -11916.1107 eV
* frontier orbital gap: 10.48 eV
* total charge: 0

***

# 2
Entry from the OMol25 dataset: an isolated molecule of C6H7NO2 in a non-equilibrium geometry (the ωB97M-V functional and the def2-TZVPD basis).

Structure (XYZ):
```
16
C6H7NO2 | the OMol25 dataset | the ωB97M-V functional and the def2-TZVPD basis
O 0.79 -1.67 1.21
O -0.71 1.45 -1.00
N 0.88 -1.63 -0.02
C -1.18 2.14 0.97
C -1.31 2.39 -0.27
C 1.56 -2.72 -0.68
C -0.62 0.88 1.05
C 0.32 -0.63 -0.84
C -0.29 0.59 -0.19
H 1.81 -3.30 -0.10
H -0.09 0.38 1.89
H 2.44 -2.16 -1.15
H 0.51 -0.70 -1.73
H -1.77 3.50 -0.82
H 0.85 -3.16 -1.52
H -1.53 2.76 1.69
```

* SMILES string: C/[N+]([O-])=C/c1ccco1
* relative energy (zero: lowest compared OMol25 entry of this formula, charge and spin): 682.6 kJ/mol
* electronic energy: -11913.3572 eV
* frontier orbital gap: 8.23 eV
* total charge: 0

***

# 3
Entry from the OMol25 dataset: a structure of composition C6H7NO2S in a non-equilibrium geometry (the ωB97M-V functional and the def2-TZVPD basis).

Structure (XYZ):
```
17
C6H7NO2S | the OMol25 dataset | the ωB97M-V functional and the def2-TZVPD basis
S -1.89 2.03 0.84
O -3.07 1.24 1.24
O -2.14 3.18 -0.04
N -0.61 0.92 -0.81
C 0.88 -1.95 0.44
C 1.25 -2.74 1.54
C -0.03 -0.20 -0.79
C -0.09 -1.05 0.36
C 1.96 -3.12 2.43
C -0.21 1.94 -1.76
H -0.50 -0.81 1.33
H 0.71 -0.50 -1.46
H 0.50 1.51 -2.55
H 2.66 -3.44 3.19
H -1.12 2.35 -2.27
H 0.20 2.87 -1.20
H 1.51 -2.24 -0.46
```

* relative energy (zero: lowest compared OMol25 entry of this formula, charge and spin): 413.2 kJ/mol
* electronic energy: -22751.6207 eV
* frontier orbital gap: 9.04 eV
* total charge: 0

***

# 4
Entry from the OMol25 dataset: a structure of composition C6H7NO2S in a non-equilibrium geometry (the ωB97M-V functional and the def2-TZVPD basis).

Structure (XYZ):
```
17
C6H7NO2S | the OMol25 dataset | the ωB97M-V functional and the def2-TZVPD basis
S 1.37 -1.15 1.15
O -2.83 0.01 0.06
O -1.78 1.72 1.01
N -0.51 -1.06 -0.77
C 2.88 1.68 -0.69
C -1.75 0.77 0.29
C 1.01 0.56 0.75
C 2.02 1.21 0.01
C -0.53 0.32 -0.48
C -0.23 -1.80 0.41
H 0.12 -1.29 -1.53
H -0.31 0.98 -1.31
H -0.09 -2.86 0.21
H -2.62 -0.71 -0.56
H -1.01 -1.64 1.15
H 0.59 1.13 1.58
H 3.63 2.13 -1.27
```

* relative energy (zero: lowest compared OMol25 entry of this formula, charge and spin): 251.3 kJ/mol
* electronic energy: -22753.2987 eV
* frontier orbital gap: 9.65 eV
* total charge: 0

***

# 5
Entry from the OMol25 dataset: a structure of composition C6H7NO3 in a non-equilibrium geometry (the ωB97M-V functional and the def2-TZVPD basis).

Structure (XYZ):
```
17
C6H7NO3 | the OMol25 dataset | the ωB97M-V functional and the def2-TZVPD basis
O -0.63 1.61 -0.94
O -0.36 -1.80 2.59
O -1.76 0.21 -2.36
N 1.06 -1.02 -1.48
C -0.47 -1.61 1.45
C 0.35 1.02 -0.05
C 0.04 -0.39 -0.68
C -0.63 -1.43 0.18
C 0.05 1.30 1.40
C -0.96 0.44 -1.51
H 1.35 1.38 -0.32
H -0.95 0.99 1.66
H 0.13 2.37 1.57
H 1.37 -0.44 -2.25
H 0.76 0.80 2.04
H 1.86 -1.27 -0.91
H -1.22 -2.14 -0.38
```

* relative energy (zero: lowest compared OMol25 entry of this formula, charge and spin): 116.4 kJ/mol
* electronic energy: -13966.7552 eV
* frontier orbital gap: 9.97 eV
* total charge: 0

***

# 6
Entry from the OMol25 dataset: an isolated molecule of C6H7NO3 in a non-equilibrium geometry (the ωB97M-V functional and the def2-TZVPD basis).

Structure (XYZ):
```
17
C6H7NO3 | the OMol25 dataset | the ωB97M-V functional and the def2-TZVPD basis
O 2.30 -1.65 0.77
O -2.00 -1.72 -0.37
O 2.30 -0.23 -0.96
N 0.35 2.17 -0.58
C -0.57 -1.98 -0.57
C -0.80 0.12 0.14
C -0.49 1.55 0.54
C 1.63 -0.80 -0.18
C 0.08 -0.94 -0.28
C -2.03 -0.41 -0.07
H 1.53 -2.03 1.18
H -2.98 0.06 0.25
H 1.25 1.75 -0.79
H -1.17 2.17 0.60
H 0.81 3.22 -0.61
H 0.13 1.70 1.69
H -0.34 -2.97 -0.77
```

* SMILES string: NCc1cocc1C(=O)O
* relative energy (zero: lowest compared OMol25 entry of this formula, charge and spin): 335.3 kJ/mol
* electronic energy: -13964.4865 eV
* frontier orbital gap: 9.77 eV
* total charge: 0

***

# 7
Entry from the OMol25 dataset: a cluster of 2 separate species, C6H7NO3 in total in a non-equilibrium geometry (the ωB97M-V functional and the def2-TZVPD basis).

Structure (XYZ):
```
17
C6H7NO3 | the OMol25 dataset | the ωB97M-V functional and the def2-TZVPD basis
O 3.28 1.74 0.37
O -1.62 -1.08 -2.57
O -2.00 0.52 0.55
N 2.65 -0.55 1.13
C -2.41 -0.43 -0.42
C 0.05 -0.41 -1.05
C -1.34 -0.65 -1.47
C -0.81 0.19 1.21
C 0.31 -0.05 0.23
C 1.67 0.00 0.73
H -3.32 -0.06 -0.89
H 0.85 -0.60 -1.77
H -0.57 1.04 1.87
H -2.63 -1.41 0.05
H 3.74 0.76 0.78
H 3.09 1.70 -0.58
H -0.94 -0.70 1.84
```

* SMILES string: N#CC1=CC(=O)COC1.O
* relative energy (zero: lowest compared OMol25 entry of this formula, charge and spin): 289.8 kJ/mol
* electronic energy: -13964.9578 eV
* frontier orbital gap: 9.03 eV
* total charge: 0

***

# 8
Entry from the OMol25 dataset: an isolated molecule of C6H7NS in a non-equilibrium geometry (the ωB97M-V functional and the def2-TZVPD basis).

Structure (XYZ):
```
15
C6H7NS | the OMol25 dataset | the ωB97M-V functional and the def2-TZVPD basis
S 3.64 0.11 0.28
N -0.99 2.77 -0.38
C 2.18 -0.41 -0.11
C 0.75 -0.50 0.25
C -1.72 -0.42 0.55
C -0.70 1.67 0.02
C 1.32 -1.16 -1.01
C -0.47 0.39 0.24
H -1.60 -0.94 1.50
H 0.61 -1.21 1.07
H 1.41 -2.24 -1.08
H -1.88 -1.16 -0.23
H -2.60 0.22 0.62
H 1.09 -0.69 -1.96
H -1.04 3.57 0.25
```

* SMILES string: CC(=C=N)[C@H]1CC1=S
* relative energy (zero: lowest compared OMol25 entry of this formula, charge and spin): 327.7 kJ/mol
* electronic energy: -18657.3528 eV
* frontier orbital gap: 8.20 eV
* total charge: 0